This record from the Open Molecules 2025 dataset describes a structure of composition C33H53Cl4N10O2SeSm in a non-equilibrium geometry. The level of theory is ωB97M-V with the def2-TZVPD basis set.

## Properties
Energy above the lowest of the compared OMol25 structures with the same formula, charge and spin in eV: 1.219
Spin multiplicity: 6

The geometry in XYZ format:
```
104
Properties=species:S:1:pos:R:3:forces:R:3
Sm -0.7519 0.0524 -0.0345 0.62 -0.39 0.13
Se -3.2054 -1.7329 -0.1752 0.77 -0.33 0.09
Cl -1.1337 6.2754 3.4915 -0.24 0.03 -0.62
Cl -1.2313 3.2558 4.1385 0.02 -0.34 1.68
Cl -1.0086 4.8759 -1.7278 -0.42 0.06 -0.17
Cl -1.2758 7.1155 0.3344 0.02 -0.07 0.49
O -0.8724 1.4717 1.7597 -0.40 0.95 0.33
O -1.0573 2.1682 -0.6523 -0.52 0.20 -0.80
N -0.5664 -0.4234 -2.8932 0.42 -0.11 0.09
N 1.6587 0.7581 -0.2338 -0.23 0.49 0.00
N -1.9976 1.2334 -3.7668 -0.56 0.38 0.07
N 0.8610 -2.1382 4.1856 0.96 -0.46 2.48
N -1.0704 -0.9343 3.9080 0.22 -0.29 0.24
N 0.2903 -1.4315 2.0503 0.31 -0.80 -0.43
N 2.3890 2.8763 -0.9887 0.32 0.86 -0.07
N 0.9932 -1.9481 -0.8989 -1.05 1.02 0.56
N 1.9916 2.4209 1.2919 0.37 0.50 -1.04
N -0.4019 0.3925 -5.1964 -0.49 -0.39 1.45
C 2.2040 -1.6796 4.4242 0.98 -0.92 -2.41
C -2.1549 -5.1550 2.0657 0.02 -1.22 1.48
C -2.1061 2.4661 -4.5534 1.81 0.05 -0.84
C 0.2964 -1.6146 -3.2369 -1.42 0.61 -0.64
C -2.3816 -4.4624 -0.5699 0.25 0.10 0.86
C 2.0047 1.3913 2.3229 -1.15 2.00 0.95
C 0.0778 -1.4440 3.3320 -2.73 0.32 -0.47
C -2.4790 -3.4659 0.3792 -0.59 0.44 1.49
C -1.3039 5.1133 2.1809 -0.08 0.66 2.66
C -2.3395 -0.6496 3.2300 0.64 0.73 0.56
C -2.3020 -3.8300 1.7513 -0.32 1.80 -0.37
C 1.9721 2.0495 0.0073 0.35 -2.44 -0.53
C 1.0231 0.3846 -5.3959 -0.59 1.81 1.77
C -1.1712 0.0679 -6.3805 -0.09 -0.05 -0.75
C -0.9697 0.3573 -3.8534 0.71 -0.21 -2.33
C 2.2500 0.0628 -1.3852 1.67 2.63 -1.19
C -1.0874 2.7641 1.5484 -1.43 0.07 1.94
C -1.2455 3.1443 0.2165 0.96 -1.77 0.08
C 2.0355 3.8081 1.7704 -1.44 -0.97 -0.06
C -1.0562 -0.3517 5.2651 1.76 -1.61 -0.35
C 1.7950 2.8725 -2.2955 1.78 0.57 -0.79
C 2.3280 -1.3950 -1.1160 -0.21 -0.73 1.76
C 0.3476 -2.5606 -2.0621 -1.64 2.46 0.39
C -3.1048 1.0072 -2.8687 -0.37 0.71 0.50
C 1.3129 -2.4191 1.5986 -0.12 0.30 -1.16
C -2.1982 -5.7886 -0.2407 0.32 -0.75 -0.69
C -1.3138 5.4688 0.8878 -0.21 1.08 -1.50
C 3.6518 3.6196 -0.9816 -0.95 -1.75 0.27
C -1.3325 4.4596 -0.0583 0.62 1.37 -2.03
C -1.3167 3.7847 2.5553 1.14 -2.48 -2.55
C -2.1364 -6.1409 1.0941 -0.10 -1.44 -0.21
C 0.3163 -3.0699 5.1993 0.46 2.78 0.77
C 0.9744 -2.9296 0.1656 0.72 -0.80 0.50
H 1.2005 1.1807 -6.1161 0.70 -0.25 -0.26
H -0.0553 -0.2199 5.6970 0.19 0.14 -0.75
H -2.4595 -4.1509 -1.5600 -0.26 0.21 -1.70
H -1.4473 -1.0600 5.9829 -1.12 0.19 0.17
H 0.8959 -3.4173 -2.2169 0.97 -2.41 -1.18
H -2.3438 -3.0327 2.5458 0.01 -1.21 -0.95
H 3.3447 0.4753 -1.6068 -1.98 -0.77 0.40
H -3.2047 -0.9637 3.8023 0.04 -0.22 0.70
H -2.4830 -1.1516 2.2958 0.48 0.10 -0.68
H -3.1302 -0.0372 -2.6447 0.01 -0.68 0.57
H -2.3637 0.4328 3.1491 -0.46 0.08 -0.56
H 4.3013 3.1120 -1.7266 -0.20 1.02 0.02
H 1.8101 3.9509 -2.6537 -0.18 -1.43 0.08
H 2.8434 -1.5896 -0.1538 -0.01 0.58 -0.56
H 1.4677 -3.3299 2.2122 -0.56 0.58 0.06
H -0.0992 -2.0953 -4.1537 -0.02 -0.07 0.55
H -2.1145 -5.5517 3.1103 0.02 0.86 -0.78
H -1.0709 2.7020 -4.9703 -1.44 -0.26 0.43
H 0.8251 2.5048 -2.2109 -1.90 -0.40 -0.09
H 1.2915 -1.3429 -3.5013 0.89 0.48 -0.19
H 2.9183 -1.9580 -1.8126 0.18 -0.31 -1.00
H -2.3554 3.2866 -3.8793 -0.23 -0.09 -0.05
H -1.0830 -0.9991 -6.6864 0.30 0.50 0.10
H -2.0920 -6.5207 -1.0728 -0.25 0.43 0.89
H 3.4079 4.6647 -1.0963 0.65 0.40 -0.34
H 2.3361 -0.8893 5.1530 -0.10 -0.12 0.66
H 1.1207 -3.7224 5.3997 0.70 -1.28 0.05
H 0.1034 -2.6126 6.2476 -0.18 -0.48 -1.80
H -1.4870 0.6076 5.1938 -0.93 0.94 0.35
H 3.0071 3.9090 2.1863 0.60 0.59 1.12
H -2.2225 0.2121 -6.2293 -0.61 0.15 0.45
H -2.8193 2.4186 -5.4187 0.42 -0.15 0.86
H 4.0778 3.3833 -0.0381 0.75 0.42 0.97
H 1.1476 3.8767 2.4346 1.07 0.43 0.18
H 2.2901 -1.9060 1.6190 -0.18 -0.28 -0.26
H 2.8078 -2.6181 4.5945 -0.11 1.32 0.20
H 0.9961 1.0699 2.4955 -0.51 -0.32 0.03
H 2.5594 0.5443 2.0317 1.11 -0.72 -0.17
H -2.1486 -7.2155 1.3933 0.28 1.01 -0.27
H 1.9135 4.5898 1.0354 -0.13 -0.26 -0.70
H -0.4997 -3.5269 4.7054 -1.06 -0.76 0.22
H 1.6541 0.2658 -2.3203 0.66 -0.29 0.83
H 2.5384 -1.2287 3.4428 0.04 -0.47 1.17
H 2.3737 2.1862 -2.9763 -0.38 0.91 0.20
H -4.0374 1.2184 -3.4063 0.11 0.16 0.09
H -0.9473 0.7145 -7.2803 0.26 -0.53 1.01
H 1.3838 -0.5591 -5.6357 0.85 -1.77 -1.19
H -0.7109 -2.7696 -1.8225 0.56 -0.24 0.22
H 1.5352 0.6206 -4.4401 -0.35 0.27 -0.56
H -3.0720 1.6374 -1.9374 0.10 -0.58 -0.84
H -0.0029 -3.3975 0.1500 -0.32 0.12 0.38
H 1.6401 -3.7761 -0.1553 0.05 0.42 0.61
H 2.2574 1.9254 3.2558 0.62 -0.62 -0.28
```
Positions in Å, forces in eV/Å.


This record from the Open Molecules 2025 dataset describes a cluster of 2 separate species, C6H13N in total in a non-equilibrium geometry. The level of theory is ωB97M-V with the def2-TZVPD basis set.

## Properties
Energy above the lowest of the compared OMol25 structures with the same formula, charge and spin in eV: 3.893

The geometry in XYZ format:
```
20
Properties=species:S:1:pos:R:3:forces:R:3
N 0.4201 -1.4360 2.6255 1.28 -0.82 -0.59
C 0.0861 1.4236 0.7605 -1.14 0.87 2.32
C -0.4281 0.1727 -1.2902 -2.62 1.84 -0.16
C 0.0687 -2.1766 1.5912 1.45 -0.28 0.56
C 0.4807 0.8589 -0.3611 -0.03 0.34 -0.84
C -1.9359 0.3431 -0.8370 1.72 -2.58 -1.42
C 1.9319 0.7366 -0.7768 -1.88 0.88 1.58
H -0.2348 -0.8265 3.0069 -1.46 1.19 0.59
H -0.2160 -0.8673 -1.1155 0.30 -0.77 -1.05
H 0.8886 1.8194 1.4427 -1.04 -0.21 -0.56
H -2.2264 -0.3086 -0.0164 0.18 -0.05 0.01
H -0.3276 0.6380 -2.3630 0.10 -1.48 1.81
H -1.0399 1.4809 1.1518 2.84 -0.14 -1.06
H 2.0051 0.2364 -1.6878 0.34 -0.74 -1.49
H 2.3451 1.7173 -0.7978 0.85 0.53 0.00
H 1.3358 -1.3067 3.0913 -0.43 -0.61 -0.63
H -2.4991 0.1055 -1.7066 -0.85 -0.70 -0.65
H -2.2100 1.3042 -0.6507 -0.40 2.93 0.85
H 2.2470 0.1360 0.0297 1.63 -0.69 0.70
H 1.0104 -2.7783 1.3487 -0.82 0.49 0.03
```
Positions in Å, forces in eV/Å.